<1>
Formula: C5H12O3
Source: the Open Molecules 2025 dataset
Level of theory: ωB97M-V with the def2-TZVPD basis set

* gap between HOMO and LUMO: 9.6 eV
* SMILES: CC(=O)CO.CCO

The geometry in ORCA input format:
```
! wB97M-V def2-TZVPD RIJCOSX def2/J DEFGRID3
* xyz 0 1
C -2.458 -0.154 0.208
C -1.253 0.495 -0.428
O -1.006 1.703 -0.302
C -0.778 -0.195 -1.717
O -0.629 -1.589 -1.491
H -3.242 -0.295 -0.535
H -2.165 -1.129 0.599
H -2.813 0.460 1.028
H -1.527 0.015 -2.485
H 0.170 0.264 -2.022
H -0.339 -2.013 -2.303
C 2.671 0.138 1.173
C 1.323 0.817 1.106
O 0.212 -0.291 0.934
H 3.444 0.907 1.280
H 2.879 -0.412 0.252
H 2.722 -0.563 2.012
H 1.020 1.266 2.047
H 1.294 1.581 0.325
H 0.475 -1.005 0.319
*
```

***

<2>
Formula: C5H12O3
Source: the Open Molecules 2025 dataset
Level of theory: ωB97M-V with the def2-TZVPD basis set

* gap between HOMO and LUMO: 10.3 eV
* SMILES: CC[C@@](C)(O)COO

The geometry in ORCA input format:
```
! wB97M-V def2-TZVPD RIJCOSX def2/J DEFGRID3
* xyz 0 1
C 0.849 2.192 -0.820
C 0.709 0.721 -1.178
C -0.472 -0.212 -0.253
C -0.947 0.441 1.025
O -1.477 -0.584 -1.114
C 0.546 -1.260 -0.083
O -0.271 -2.513 0.613
O -0.271 -2.302 2.043
H -0.131 2.585 -0.550
H 1.520 2.320 0.029
H 1.254 2.766 -1.654
H 1.704 0.333 -1.402
H 0.213 0.678 -2.150
H -1.418 -0.312 1.656
H -1.677 1.217 0.801
H -0.115 0.831 1.606
H -2.225 -0.942 -0.619
H 1.305 -1.036 0.661
H 0.850 -1.775 -0.989
H 0.054 -3.148 2.378
*
```

***

Of them, the most stable is <1> and the least stable is <2>.

***

<1>
Formula: C4H6FNO2
Source: the Open Molecules 2025 dataset
Level of theory: ωB97M-V with the def2-TZVPD basis set

* gap between HOMO and LUMO: 9.8 eV
* SMILES: C=CCO/[N+]([O-])=C/F

The geometry in ORCA input format:
```
! wB97M-V def2-TZVPD RIJCOSX def2/J DEFGRID3
* xyz 0 1
C 1.647 1.117 0.654
C 1.646 -0.216 0.531
C 0.754 -0.983 -0.500
O -0.433 -0.414 -0.930
N -1.551 -0.390 -0.098
O -1.553 -1.272 0.760
C -2.412 0.574 -0.346
F -3.540 0.547 0.262
H 2.361 1.703 1.248
H 0.687 1.530 0.300
H 2.588 -0.637 0.765
H 1.217 -1.023 -1.537
H 0.716 -2.009 -0.131
H -2.128 1.475 -0.978
*
```

***

<2>
Formula: C4H6FNO2
Source: the Open Molecules 2025 dataset
Level of theory: ωB97M-V with the def2-TZVPD basis set

* gap between HOMO and LUMO: 10.3 eV
* SMILES: O=CN(C=O)CCF

The geometry in ORCA input format:
```
! wB97M-V def2-TZVPD RIJCOSX def2/J DEFGRID3
* xyz 0 1
O -2.114 -1.107 -0.464
C -1.003 -1.226 -0.171
N -0.213 -0.159 0.446
C -0.753 1.159 0.449
O -1.746 1.531 -0.150
C 1.135 -0.509 1.004
C 1.971 -0.524 -0.282
F 1.957 0.842 -0.764
H -0.141 -2.128 -0.279
H 0.057 2.054 0.677
H 1.268 0.361 1.880
H 0.863 -1.429 1.605
H 3.123 -0.846 -0.233
H 1.485 -1.273 -0.982
*
```

***

Of them, the most stable is <2> and the least stable is <1>.

***

<1>
Formula: C8H6N2O2
Source: the Open Molecules 2025 dataset
Level of theory: ωB97M-V with the def2-TZVPD basis set

* gap between HOMO and LUMO: 8.8 eV
* SMILES: C=C1C/C1=N\C=O.C#CC#[N+][O-]

The geometry in ORCA input format:
```
! wB97M-V def2-TZVPD RIJCOSX def2/J DEFGRID3
* xyz 0 1
C 2.181 1.919 -1.138
C 1.741 0.752 -0.735
C 2.045 -0.649 -0.174
C 0.729 -0.179 -0.758
N -0.364 -0.682 -1.100
C -1.084 -1.853 -0.815
O -1.847 -1.895 0.103
H 3.204 2.166 -0.917
H 1.596 2.698 -1.576
H 2.443 -1.370 -0.833
H 2.034 -0.643 0.918
H -0.830 -2.546 -1.616
C -0.990 0.134 3.067
C -1.555 0.266 2.000
C -2.250 0.629 0.869
N -2.897 0.699 -0.118
O -3.621 0.876 -1.040
H -0.536 -0.322 3.864
*
```

***

<2>
Formula: C8H6N2O2
Source: the Open Molecules 2025 dataset
Level of theory: ωB97M-V with the def2-TZVPD basis set

* gap between HOMO and LUMO (alpha / beta): 6.2 / 6.3 eV

The geometry in ORCA input format:
```
! wB97M-V def2-TZVPD RIJCOSX def2/J DEFGRID3
* xyz 0 1
C -0.747 -0.999 2.461
C 0.316 -0.283 1.974
C -1.675 -1.530 1.555
C 0.441 -0.085 0.580
C -0.565 -0.681 -0.245
C 1.573 0.507 -0.012
C -0.502 -0.447 -1.693
C 0.607 0.399 -2.030
N -1.582 -1.368 0.258
N 0.671 1.339 -2.905
O 2.022 1.698 0.260
O -1.152 -1.028 -2.562
H -0.867 -1.164 3.521
H 1.074 0.113 2.637
H -2.520 -2.108 1.900
H 1.481 2.228 0.884
H -0.138 1.643 -3.448
H 1.561 1.766 -3.134
*
```

***

Of them, the most stable is <2> and the least stable is <1>.

***

<1>
Formula: C3H6NO3S
Source: the Open Molecules 2025 dataset
Level of theory: ωB97M-V with the def2-TZVPD basis set

* gap between HOMO and LUMO: 7.2 eV

The geometry in ORCA input format:
```
! wB97M-V def2-TZVPD RIJCOSX def2/J DEFGRID3
* xyz -1 1
C 3.491 -0.308 -0.433
C -1.960 -1.115 -0.010
C -1.137 0.256 0.234
N 0.124 0.479 -0.475
O 3.581 -1.486 -0.481
O 3.974 0.758 -0.424
O -2.095 1.316 -0.151
S 1.395 0.279 0.514
H -1.998 -1.293 -1.080
H -2.896 -1.070 0.421
H -1.500 -1.916 0.472
H -1.032 0.520 1.368
H -1.598 1.880 -0.786
H 1.650 1.702 0.832
*
```

***

<2>
Formula: C3H6NO3S
Source: the Open Molecules 2025 dataset
Level of theory: ωB97M-V with the def2-TZVPD basis set

* gap between HOMO and LUMO: 8.4 eV

The geometry in ORCA input format:
```
! wB97M-V def2-TZVPD RIJCOSX def2/J DEFGRID3
* xyz -1 1
C -0.881 -0.998 -0.274
C -0.522 1.570 -0.237
C -0.563 0.225 0.514
N -1.281 -2.059 0.363
O 1.957 -0.125 -1.261
O 2.158 1.114 0.872
O 1.957 -1.368 0.917
S 1.672 -0.105 0.213
H -0.897 -1.030 -1.420
H -1.225 2.310 0.332
H 0.484 2.039 -0.181
H -0.741 1.284 -1.268
H -0.697 0.145 1.610
H -1.424 -2.999 -0.179
*
```

***

Of them, the most stable is <2> and the least stable is <1>.

***

<1>
Formula: C3H6NO3S
Source: the Open Molecules 2025 dataset
Level of theory: ωB97M-V with the def2-TZVPD basis set

* gap between HOMO and LUMO: 7.2 eV
* SMILES: C[C@H](O)N(S)C(=O)[O-]

The geometry in ORCA input format:
```
! wB97M-V def2-TZVPD RIJCOSX def2/J DEFGRID3
* xyz -1 1
C -0.394 -0.665 0.787
C 0.583 0.350 0.171
O 0.173 1.661 0.484
N 0.706 0.092 -1.241
S 2.289 0.069 -1.902
C -0.301 0.873 -2.152
O 0.096 1.033 -3.300
O -1.351 1.165 -1.593
H -1.325 -0.642 0.224
H -0.590 -0.386 1.821
H 0.031 -1.665 0.749
H 1.571 0.230 0.641
H -0.612 1.796 -0.088
H 1.770 0.582 -3.041
*
```

***

<2>
Formula: C3H6NO3S
Source: the Open Molecules 2025 dataset
Level of theory: ωB97M-V with the def2-TZVPD basis set

* gap between HOMO and LUMO: 8.3 eV

The geometry in ORCA input format:
```
! wB97M-V def2-TZVPD RIJCOSX def2/J DEFGRID3
* xyz -1 1
C 0.977 -1.499 0.001
C 1.046 -0.972 -1.431
C -0.892 0.401 2.354
N 1.809 -0.780 0.816
O 0.360 -2.521 0.261
O 2.963 0.338 2.650
O 0.215 1.135 2.111
S 1.666 -0.248 2.313
H 1.799 -1.470 -2.058
H 1.497 0.049 -1.196
H 0.104 -1.044 -1.932
H -0.516 -0.710 2.460
H -1.688 0.593 1.644
H -1.297 0.715 3.397
*
```

***

<3>
Formula: C3H6NO3S
Source: the Open Molecules 2025 dataset
Level of theory: ωB97M-V with the def2-TZVPD basis set

* gap between HOMO and LUMO: 8.0 eV
* SMILES: C[C@H](O)N(S)C(=O)[O-]

The geometry in ORCA input format:
```
! wB97M-V def2-TZVPD RIJCOSX def2/J DEFGRID3
* xyz -1 1
C 0.440 -0.791 0.851
C 0.142 0.473 -0.004
O 0.281 1.590 0.786
N -1.164 0.320 -0.519
S -1.386 -0.999 -1.511
C -1.866 1.669 -1.183
O -2.466 1.443 -2.166
O -1.559 2.703 -0.621
H 1.340 -0.545 1.366
H 0.630 -1.551 0.080
H -0.277 -0.997 1.472
H 0.933 0.563 -0.749
H -0.358 2.277 0.273
H -1.040 -0.618 -2.771
*
```

***

Of them, the most stable is <1> and the least stable is <2>.